Molecular formula: CH4FN2
Method: DFT, ωB97M-V/def2-TZVPD

For the frontier orbital gap (spin up / spin down), the calculation gives 9.711 / 9.715 eV. The energy relative to the best compared isomer or geometry (same formula, charge and spin) is 94.9 kcal/mol. The energy comes out at -6788.515 eV. The net charge is +1.

```
8
Properties=species:S:1:pos:R:3:nbo_charge:R:1
C 0.573 0.104 -0.231 0.89
N -1.256 1.090 0.125 -0.65
N 0.714 -1.113 0.152 -0.74
F 1.537 0.933 -0.357 -0.22
H -1.161 1.878 -0.460 0.38
H -2.044 0.429 -0.028 0.39
H -0.012 -1.778 0.550 0.49
H 1.649 -1.542 0.249 0.46
```